# 1
The following is a DFT calculation (the ωB97M-V functional and the def2-TZVPD basis) of a structure of composition C26H39BCl15FINO13PS at a distorted geometry.

Values from the calculation:
Highest occupied orbital energy = -5.5 eV
Net charge = -1
2S+1 = 1

Each line ends with the Mulliken charge.
Geometry (Å):
C (5.4581, 1.2307, -0.4216)  -1.419
C (3.9341, 1.2282, -0.5771)  0.682
C (3.4716, 0.6608, -1.9330)  0.097
C (2.5890, -0.5961, -1.8870)  -0.801
O (1.2508, -0.3839, -2.2864)  -0.339
C (0.3013, 0.1994, -1.4334)  -0.520
B (0.0339, 1.6275, -2.1899)  1.249
O (0.0796, 1.6487, -3.5774)  -0.489
O (-0.1511, 2.7849, -1.5050)  -0.712
C (0.9118, 3.6739, -1.2149)  -0.376
O (0.9397, 0.6111, -0.1743)  1.269
S (0.8487, -0.1744, 1.1676)  0.715
O (1.3993, 0.7071, 2.1643)  -0.265
O (1.4203, -1.4717, 1.0754)  -0.736
C (-0.9712, -0.1584, 1.4223)  1.484
P (-1.1046, 1.6325, 2.1109)  -0.442
O (-0.4642, 2.7507, 1.3836)  -0.430
N (-1.4109, -1.0668, 2.4897)  1.129
C (-2.0880, -0.5630, 3.6843)  -1.607
C (-0.6275, -2.2344, 2.9399)  0.552
C (0.5314, -1.9756, 3.8735)  -1.283
O (-1.0216, -3.3411, 2.7079)  -0.502
C (-1.7918, -0.3678, 0.0288)  -0.930
I (-2.8905, 1.5095, -0.5046)  0.000
C (-2.9123, -1.3824, 0.2733)  -0.913
C (-4.1316, -0.9802, 1.1101)  -1.202
C (-5.4294, -0.8997, 0.3106)  -0.322
C (-6.6258, -0.6003, 1.1779)  -0.635
O (-6.6508, 0.7754, 1.6062)  -0.443
C (-6.9028, 1.6880, 0.6520)  0.901
C (-6.2786, 3.0195, 0.9440)  -1.071
O (-7.5755, 1.4588, -0.3154)  -0.596
C (-0.9119, -0.7700, -1.2166)  1.331
C (-1.6640, -0.7258, -2.5687)  -1.298
C (-2.6910, -1.7610, -2.9522)  -0.213
O (-3.8706, -1.5569, -3.0069)  -0.551
F (-2.2000, -2.9361, -3.3647)  -0.239
C (-0.3914, -2.3202, -1.0764)  -0.466
O (0.1013, -2.7647, -2.1040)  -0.763
O (-0.6058, -2.8289, 0.0185)  -0.467
H (5.8244, 0.2854, -0.0267)  0.212
H (5.7922, 2.0387, 0.2266)  0.383
H (5.9498, 1.3893, -1.3823)  0.350
H (3.5959, 2.2576, -0.4729)  0.036
H (3.5107, 0.6351, 0.2282)  -0.271
H (2.9606, 1.4191, -2.5275)  -0.385
H (4.3629, 0.4034, -2.5090)  0.807
H (2.9597, -1.3231, -2.6059)  0.671
H (2.6814, -1.0885, -0.9196)  0.097
H (-0.8006, 1.6616, -3.9577)  0.270
H (0.5672, 4.6962, -1.3611)  0.312
H (1.1681, 3.5471, -0.1698)  -0.270
H (1.7810, 3.5205, -1.8578)  0.274
H (-0.5324, 1.4638, 3.3710)  0.011
H (-2.4678, 1.7829, 2.3805)  -0.057
H (-2.9217, 0.0878, 3.4462)  0.486
H (-1.4435, -0.0734, 4.4197)  0.359
H (-2.5186, -1.4275, 4.1883)  0.434
H (0.2141, -2.3078, 4.8637)  0.372
H (1.3631, -2.5968, 3.5637)  0.326
H (0.8179, -0.9327, 3.9508)  0.213
H (-3.3002, -1.7086, -0.6869)  0.859
H (-2.4633, -2.2639, 0.7023)  0.508
H (-3.9995, -0.0651, 1.6889)  0.009
H (-4.2936, -1.7721, 1.8468)  0.311
H (-5.3566, -0.2029, -0.5229)  0.317
H (-5.5976, -1.8836, -0.1351)  0.394
H (-6.6191, -1.2038, 2.0805)  0.453
H (-7.5462, -0.8271, 0.6455)  0.184
H (-5.5592, 2.9608, 1.7521)  0.233
H (-5.8047, 3.3717, 0.0335)  0.247
H (-7.0656, 3.7210, 1.2135)  0.370
H (-2.1970, 0.2072, -2.7249)  0.233
H (-0.8779, -0.8022, -3.3206)  1.019
C (-10.0636, -2.5851, 2.5095)  0.010
Cl (-8.5380, -3.4190, 2.2158)  -0.106
Cl (-10.0955, -1.8924, 4.1339)  -0.132
Cl (-10.3609, -1.3476, 1.2936)  -0.104
H (-10.8576, -3.3160, 2.4457)  0.337
C (7.7432, -2.6817, -1.3655)  -0.055
Cl (9.4850, -2.4025, -1.2681)  -0.090
Cl (7.0371, -2.8092, 0.2439)  -0.121
Cl (6.9524, -1.4148, -2.2962)  -0.062
H (7.5854, -3.6220, -1.8755)  0.317
C (1.6270, 3.0854, 3.0148)  2.430
Cl (3.1923, 2.2772, 3.0853)  -0.149
Cl (1.0033, 3.3733, 4.6480)  -0.197
Cl (1.7327, 4.5943, 2.1132)  -0.159
H (0.9269, 2.4442, 2.4908)  -2.034
C (2.2781, 1.3487, -6.5807)  0.151
Cl (3.4725, 1.6879, -5.3337)  -0.106
Cl (1.0198, 2.5771, -6.6041)  -0.132
Cl (3.0519, 1.2053, -8.1666)  -0.158
H (1.8138, 0.3995, -6.3489)  0.210
C (13.4777, -1.5382, -0.0742)  -0.010
Cl (12.2222, -0.7623, 0.8837)  -0.094
Cl (13.2896, -3.2924, -0.0577)  -0.111
Cl (13.4783, -0.9252, -1.7284)  -0.113
H (14.4350, -1.3017, 0.3693)  0.328

# 2
The following is a DFT calculation (the ωB97M-V functional and the def2-TZVPD basis) of a structure of composition C26H39BrIN2O10P3 at a distorted geometry.

Values from the calculation:
Highest occupied orbital energy = -8.0 eV
Net charge = 0
2S+1 = 1

Each line ends with the Mulliken charge.
Geometry (Å):
C (5.4135, -2.4818, -0.6928)  -0.762
C (4.0965, -2.3828, -0.7889)  -0.679
C (2.4727, -2.4239, -0.8264)  1.448
C (2.0779, -3.8249, -0.0436)  -0.740
C (2.9439, -4.0752, 1.2941)  -0.694
N (2.9054, -2.9665, 2.2952)  -0.535
C (2.0528, -2.6689, -2.3580)  -0.436
C (0.4905, -2.9436, -2.6220)  0.008
O (-0.1812, -3.9469, -2.2449)  -0.493
I (-0.6075, -1.4366, -3.8179)  0.004
O (1.8131, -1.3890, -0.1017)  -0.055
C (1.7255, -0.1006, -0.7151)  0.826
C (0.3789, 0.5838, -0.0555)  -1.581
C (-0.7951, -0.5638, 0.0861)  0.532
C (-2.2114, 0.2289, -0.1751)  -1.074
C (-3.5106, -0.6579, 0.2002)  -0.275
C (-4.8364, 0.2922, -0.0172)  -0.234
C (-6.0085, -0.4754, -0.8589)  -0.402
O (-7.3084, -0.3262, -0.1657)  -0.365
C (-8.0139, 0.7253, -0.8694)  0.622
O (-8.0040, 1.9365, -0.4653)  -0.495
C (-8.8598, 0.2500, -2.1834)  -0.188
C (-10.2861, 0.0001, -1.9478)  -0.601
C (2.9512, 0.9328, -0.3998)  -0.518
Br (3.6028, 0.4023, 1.4536)  -0.140
P (2.3827, 2.7560, -0.1912)  0.625
O (1.5534, 3.2931, -1.3843)  -0.659
N (4.1462, 0.7796, -1.3099)  0.645
P (5.7163, 0.9478, -0.5076)  0.419
C (6.0842, 2.6892, 0.1246)  -1.016
C (7.1692, 0.3290, -1.5521)  -1.161
P (4.0203, 1.6655, -2.8155)  0.705
O (5.0644, 1.0484, -3.8124)  -0.750
O (2.5029, 1.5270, -3.6098)  -0.476
O (4.3868, 3.3337, -2.7296)  -0.515
H (6.4919, -2.1822, -0.3886)  0.306
H (0.9366, -3.8716, 0.1203)  0.294
H (2.3602, -4.6720, -0.7953)  0.338
H (2.4655, -5.0038, 1.8205)  0.298
H (4.0457, -4.3890, 1.0933)  0.308
H (3.7567, -2.3869, 2.2810)  0.279
H (2.0400, -2.4093, 2.2496)  0.270
H (2.3467, -1.7344, -2.9797)  0.274
H (2.6470, -3.5517, -2.8295)  0.593
H (1.5438, -0.0543, -1.8455)  0.047
H (0.5669, 0.9284, 1.0404)  0.294
H (-0.0780, 1.3964, -0.7241)  0.466
H (-0.7179, -1.3834, -0.7130)  -0.396
H (-0.8641, -0.9511, 1.1689)  0.134
H (-2.3035, 0.4747, -1.3089)  0.341
H (-2.2045, 1.1917, 0.4767)  0.274
H (-3.5067, -1.0724, 1.2802)  0.302
H (-3.6351, -1.5148, -0.5830)  0.370
H (-4.5680, 1.2681, -0.5914)  0.311
H (-5.3080, 0.5763, 0.9939)  -0.127
H (-5.8046, -1.6078, -0.9846)  0.341
H (-6.0919, -0.0505, -1.9436)  0.234
H (-8.3933, 0.1544, -3.2320)  0.272
H (-10.5309, -0.8990, -1.2554)  0.249
H (-11.1140, 0.6755, -2.3717)  0.258
H (1.5326, 2.8848, 0.9851)  0.079
H (3.4702, 3.6686, 0.0179)  0.053
H (7.2407, 2.8375, 0.0454)  0.348
H (5.8406, 2.7200, 1.2467)  0.282
H (5.6166, 3.5543, -0.4683)  0.247
H (7.8781, -0.2746, -0.8752)  0.377
H (7.7586, 1.2543, -1.9432)  0.385
H (6.8553, -0.3508, -2.4382)  0.304
H (2.6162, 1.7822, -4.5570)  0.334
H (5.1476, 3.4812, -3.3429)  0.361
C (-3.9331, 2.3756, 4.6927)  -0.433
C (-4.0072, 1.3026, 3.9032)  -0.354
C (-2.8597, 0.3850, 3.7474)  0.530
O (-2.9256, -0.5945, 3.0246)  -0.575
C (-1.6279, 0.7003, 4.5006)  -0.326
C (-1.5536, 1.7731, 5.2902)  -0.467
C (-2.7014, 2.6912, 5.4462)  0.310
O (-2.6350, 3.6694, 6.1681)  -0.553
H (-4.7639, 3.0588, 4.8178)  0.430
H (-4.9024, 1.0568, 3.3450)  0.413
H (-0.7971, 0.0169, 4.3753)  0.514
H (-0.6585, 2.0188, 5.8483)  0.420